1.
ORCA calculation (ωB97M-V with the def2-TZVPD basis set) on a molecular structure, C8H17B2CrF8O7 in a non-equilibrium geometry.

Positions of all 43 atoms, in Å:
Cr1 0.63572 0.38276 0.41539
C1 2.58577 3.93858 -1.23789
C2 1.30405 3.36653 -0.64047
O1 1.31084 2.54014 0.41863
H1 3.18628 4.44122 -0.47539
H2 2.33351 4.70748 -1.97095
H3 3.21326 3.19951 -1.73315
H4 0.68600 2.97815 -1.47263
H5 0.63154 4.21484 -0.39909
B1 1.49224 -0.36360 -2.06450
F1 2.19973 -0.35962 -0.85517
F2 0.20975 0.09834 -1.66277
F3 2.02852 0.39228 -3.11172
F4 1.37348 -1.67227 -2.55074
B2 1.59917 0.22051 2.98394
F5 0.24441 0.44787 2.61828
F6 1.71845 -0.68258 4.02464
F7 2.13486 -0.23597 1.75423
F8 2.08858 1.48446 3.33814
C3 1.68632 -3.55711 1.99635
O2 0.60474 -4.05516 1.20148
C4 -0.08887 -3.12759 0.45414
O3 0.06318 -1.79480 0.54876
O4 -0.94274 -3.75500 -0.39008
C5 -1.38433 -3.15021 -1.59906
H6 2.05858 -4.31114 2.67937
H7 1.36989 -2.66315 2.53652
H8 2.48105 -3.19847 1.33332
H9 -0.51377 -3.08570 -2.26034
H10 -1.87417 -2.18868 -1.46395
H11 -2.00620 -3.86161 -2.14300
C6 -3.12931 -0.68964 1.71688
O5 -3.60593 0.00865 0.56628
C7 -2.69087 0.74218 -0.04289
O6 -1.51665 0.78416 0.23013
O7 -3.29068 1.47987 -0.98565
C8 -2.46371 2.30787 -1.76000
H12 -2.78607 0.01439 2.47563
H13 -2.28299 -1.33449 1.48403
H14 -3.94010 -1.27160 2.14417
H15 -1.77541 2.97487 -1.24130
H16 -3.09358 2.91727 -2.40815
H17 -1.85454 1.71645 -2.45143

Atoms 1-3, force components in eV/Å:
-1.6 0.0 0.5
0.4 0.3 0.6
-0.6 0.5 -1.2

Calculated values
⟨S²⟩ = 20.0161
Spin multiplicity = 9
Calculated total energy = -2734.973856 hartree
HOMO level (alpha / beta) = -0.17 / -6.20 eV
Frontier orbital gap (alpha / beta) = 3.0 / 3.9 eV
Total charge = -1
Lowest unoccupied orbital energy (alpha / beta) = 2.875 / -2.297 eV

---

2.
ORCA calculation (ωB97M-V with the def2-TZVPD basis set) on a single C8H17BN2O3 molecule in a non-equilibrium geometry.

Positions of all 31 atoms, in Å:
O1 -0.42916 0.47452 2.06987
O2 -2.84722 1.97873 -1.80107
O3 -2.83012 1.75167 0.51862
B1 -2.12084 1.90997 -0.61053
C1 -0.08407 -0.17018 1.05736
N1 0.00439 -2.38879 0.34025
N2 -0.27158 0.30975 -0.26775
C2 2.12614 -1.20290 0.98406
C3 0.57579 -1.86974 2.79611
C4 -0.02633 -0.32289 -1.57534
C5 0.67749 0.78881 -2.35699
C6 0.68293 -1.45113 1.27765
C7 0.27168 2.17089 -1.75064
C8 -0.52701 1.77530 -0.49317
H1 -3.74546 1.86499 -1.49073
H2 -2.16597 1.38202 1.16294
H3 0.18078 -3.38721 0.44790
H4 -0.96993 -2.17364 0.19123
H5 2.51978 -0.30911 1.55806
H6 2.28551 -0.94152 -0.09176
H7 2.77647 -2.04562 1.33779
H8 1.02672 -2.86521 3.06167
H9 1.02284 -1.12806 3.44944
H10 -0.46392 -1.84846 3.06780
H11 -1.01961 -0.49760 -2.02386
H12 0.48076 -1.29335 -1.46811
H13 1.79578 0.57265 -2.35008
H14 0.51548 0.78629 -3.40340
H15 1.16588 2.81731 -1.59465
H16 -0.35517 2.84252 -2.32522
H17 -0.25207 2.47001 0.28256

Atoms 1-3, force components in eV/Å:
-0.1 -0.1 -2.2
1.1 0.2 0.9
0.6 -0.8 1.6

Calculated values
Calculated total energy = -675.206778 hartree
HOMO level = -9.03 eV
Frontier orbital gap = 9.7 eV
Total charge = 0
Structure (SMILES) = CC(C)(N)C(=O)N1CCC[C@H]1B(O)O
Lowest unoccupied orbital energy = 0.643 eV

---

3.
ORCA calculation (ωB97M-V with the def2-TZVPD basis set) on a single C8H17ClSi molecule in a non-equilibrium geometry.

Positions of all 27 atoms, in Å:
C1 -1.86856 -0.32775 1.38041
C2 -2.43126 -1.18918 0.28288
C3 -1.16810 0.06732 0.11678
C4 -0.58254 2.40644 -0.29396
C5 1.12837 -0.23513 -1.91067
C6 0.99844 -2.43348 -0.16009
C7 1.74337 0.20113 1.34768
C8 -1.53170 1.24136 -0.68899
Si1 0.70117 -0.60270 -0.05910
Cl1 -4.02088 -0.80798 -0.36714
H1 -2.49967 0.51414 1.75128
H2 -1.23721 -0.67437 2.19097
H3 -2.06448 -2.23871 0.17154
H4 0.36216 1.98574 -0.33716
H5 -0.85821 2.81133 0.64399
H6 -0.69289 3.28530 -0.89609
H7 0.15964 -0.36943 -2.31912
H8 1.54796 0.80048 -2.08252
H9 1.94600 -0.90046 -2.25216
H10 1.38222 -2.80180 0.73105
H11 0.02573 -3.10509 -0.23784
H12 1.78350 -2.60130 -0.99643
H13 1.67290 -0.42819 2.24425
H14 2.81693 0.03904 1.15981
H15 1.46858 1.27133 1.53849
H16 -1.53231 1.07150 -1.79603
H17 -2.52550 1.70779 -0.49052

Atoms 1-3, force components in eV/Å:
-0.7 2.0 0.2
2.8 1.3 0.0
-0.3 -4.1 -0.1

Calculated values
Relative energy (zero: lowest compared OMol25 entry of this formula, charge and spin) = 2.4 kJ/mol
Calculated total energy = -1064.630551 hartree
HOMO level = -8.66 eV
Frontier orbital gap = 9.5 eV
Total charge = 0
Structure (SMILES) = CC[C@@]1([Si](C)(C)C)C[C@H]1Cl
Lowest unoccupied orbital energy = 0.804 eV

---

4.
ORCA calculation (ωB97M-V with the def2-TZVPD basis set) on a gas-phase ion, C8H17N2 (charge +1) in a non-equilibrium geometry.

Positions of all 27 atoms, in Å:
C1 0.03215 -0.01870 -0.14546
C2 -2.25702 0.14549 -0.72456
C3 -1.89893 -1.25976 -0.20848
C4 -1.11027 1.00888 -0.36409
C5 -1.34372 1.85519 0.88866
C6 0.31332 -2.44592 0.29814
C7 1.86509 1.60785 -0.72553
C8 2.53953 -0.41407 0.12133
N1 -0.42078 -1.26740 0.06409
N2 1.29775 0.28300 -0.24994
H1 -2.50890 0.04406 -1.82126
H2 -3.23842 0.62797 -0.28629
H3 -2.38602 -1.55051 0.72385
H4 -2.12859 -2.01336 -1.00184
H5 -0.84499 1.53476 -1.29426
H6 -0.36440 1.88769 1.42503
H7 -2.11659 1.37409 1.41940
H8 -1.72496 2.93716 0.73200
H9 1.07528 -2.49435 -0.53945
H10 -0.21253 -3.35263 0.11278
H11 0.71745 -2.53439 1.22354
H12 1.15543 2.29813 -1.07735
H13 2.41589 2.03504 0.06740
H14 2.43353 1.39571 -1.57811
H15 3.21017 0.23202 0.76812
H16 2.39609 -1.32610 0.64531
H17 3.08674 -0.57541 -0.74348

Atoms 1-3, force components in eV/Å:
-0.2 -1.0 -0.1
-3.3 -0.5 -0.3
-0.3 -1.1 0.1

Calculated values
Relative energy (zero: lowest compared OMol25 entry of this formula, charge and spin) = 145.9 kJ/mol
Calculated total energy = -424.259255 hartree
HOMO level = -13.50 eV
Frontier orbital gap = 11.0 eV
Total charge = +1
Structure (SMILES) = C[C@@H]1CCN(C)C1=[N+](C)C
Lowest unoccupied orbital energy = -2.542 eV